Record 1
This record from the OMol25 dataset describes a 2-piece molecular cluster, H2N2OS overall in a non-equilibrium geometry. The level of theory is the ωB97M-V functional and the def2-TZVPD basis.

Values from the calculation:
frontier orbital gap (spin up / spin down)	7.056 / 7.089	eV
highest occupied orbital energy (spin up / spin down)	-6.49 / -10.49	eV
expectation value of S²	2.006
energy above the lowest of the compared OMol25 structures with the same formula, charge and spin	35.0	kJ/mol
charge	0
spin multiplicity	3

Each line ends with the Mulliken charge.
Positions of all 6 atoms, in Å:
N -1.35062 -1.83682 -0.33443  -0.283
N -1.39555 -0.71758 -0.22045  0.276
O 1.75111 0.54133 -0.03494  -0.612
S -1.46914 0.73369 -0.05202  -0.010
H 1.36120 1.39616 0.31630  0.315
H 1.10300 -0.11678 0.32554  0.314

Forces on the atoms, in the same order (eV/Å):
N 0.236 -8.380 -0.859
N 0.193 1.902 0.110
O -1.813 0.682 1.173
S -0.563 6.525 0.711
H 0.867 -1.359 -0.656
H 1.079 0.630 -0.478

Record 2
This record from the OMol25 dataset describes one molecule with the formula C22H34N4O. The level of theory is the ωB97M-V functional and the def2-TZVPD basis.

Values from the calculation:
frontier orbital gap	9.146	eV
highest occupied orbital energy	-8.41	eV
energy above the lowest of the compared OMol25 structures with the same formula, charge and spin	25.1	kJ/mol
SMILES	CCCn1ncc(CN2CCN(CCc3ccccc3)[C@H](CCO)C2)c1C
charge	0

Each line ends with the Mulliken charge.
Positions of all 61 atoms, in Å:
C -5.76569 -3.98353 -0.64258  -1.330
C -4.82002 -2.79095 -0.61239  -0.017
H -4.19440 -2.83988 0.28126  0.250
H -4.16296 -2.81415 -1.48342  0.306
C -5.59472 -1.46947 -0.62228  -0.961
N -4.71441 -0.33458 -0.62381  1.036
C -4.11875 0.27152 0.43193  0.028
C -3.32649 1.28220 -0.09090  1.529
C -3.51489 1.18535 -1.48011  -0.634
N -4.34827 0.21102 -1.78228  -1.190
H -3.08740 1.79190 -2.25385  0.561
C -2.42283 2.23181 0.63202  -1.661
N -1.03034 1.81023 0.72730  0.284
C -0.84573 0.57423 1.45784  -0.394
C 0.64375 0.33734 1.68409  -1.197
N 1.34694 0.30544 0.41521  0.040
C 2.72493 -0.12044 0.58353  -0.690
H 2.68729 -1.08941 1.09263  0.607
C 3.46890 -0.30729 -0.74413  -0.272
C 4.74945 -1.05423 -0.50340  -0.077
C 5.92983 -0.36629 -0.25421  -0.276
C 7.10440 -1.05084 0.00382  -0.667
C 7.11265 -2.43489 0.01713  -0.389
C 5.94058 -3.12986 -0.22863  -0.627
C 4.76754 -2.44311 -0.48502  -0.218
H 3.85434 -2.98832 -0.67789  0.402
H 5.94134 -4.21034 -0.22160  0.369
H 8.02927 -2.97039 0.21629  0.374
H 8.01583 -0.50263 0.19333  0.373
H 5.92918 0.71456 -0.26759  0.401
H 3.70000 0.66416 -1.18295  0.011
H 2.82581 -0.86515 -1.42706  0.407
H 3.30830 0.55950 1.22938  0.253
C 1.13953 1.53353 -0.34190  0.268
C -0.36908 1.70067 -0.55621  -1.672
H -0.74132 0.83910 -1.13628  0.386
H -0.56069 2.61181 -1.12666  0.313
C 1.73113 2.80650 0.29790  -0.519
H 1.01903 3.19194 1.02763  0.371
H 2.66284 2.56348 0.81157  0.278
C 2.03712 3.90396 -0.72357  -0.672
O 3.13436 3.60373 -1.55548  -0.549
H 2.92657 2.81504 -2.06878  0.341
H 1.14610 4.11814 -1.33049  0.259
H 2.32193 4.82041 -0.20092  0.398
H 1.59277 1.36995 -1.32640  0.703
H 1.03862 1.11709 2.35594  0.319
H 0.77991 -0.63111 2.17374  0.529
H -1.26463 -0.28792 0.91002  0.295
H -1.34871 0.65409 2.42443  0.406
H -2.78171 2.38624 1.65448  0.476
H -2.42922 3.19886 0.11995  0.460
C -4.37767 -0.13022 1.83892  -1.870
H -5.44865 -0.18643 2.03404  0.529
H -3.94211 0.59945 2.51597  0.342
H -3.94054 -1.10452 2.05826  0.290
H -6.25698 -1.41448 0.24625  0.246
H -6.19503 -1.40558 -1.53290  0.390
H -6.38210 -3.95814 -1.53798  0.335
H -5.20357 -4.91378 -0.63891  0.371
H -6.42132 -3.97529 0.22570  0.346

Forces on the atoms, in the same order (eV/Å):
C 0.187 0.147 0.021
C -0.252 0.059 -0.010
H 0.077 0.047 -0.013
H 0.062 0.067 0.037
C 0.046 -0.569 -0.081
N 0.226 0.481 0.300
C 0.120 0.281 -0.098
C -0.123 -0.126 0.158
C -0.152 -0.192 0.312
N -0.149 -0.114 -0.813
H 0.084 0.126 -0.214
C -0.021 -0.067 0.046
N 0.044 0.020 0.045
C 0.221 -0.064 0.158
C -0.250 -0.073 0.039
N -0.023 -0.158 0.056
C -0.063 -0.015 -0.147
H 0.068 0.083 0.010
C -0.080 -0.010 0.337
C 0.007 0.097 -0.116
C -0.021 -0.009 -0.008
C 0.099 0.014 0.041
C 0.097 -0.042 0.023
C 0.005 -0.104 0.020
C -0.008 0.029 -0.004
H -0.109 -0.061 -0.032
H -0.001 -0.079 -0.004
H 0.069 -0.040 0.011
H 0.070 0.042 0.012
H -0.018 0.124 -0.016
H -0.033 0.010 -0.082
H -0.027 0.043 -0.054
H -0.005 -0.066 -0.009
C -0.104 0.287 -0.078
C 0.219 -0.045 -0.111
H 0.032 0.096 -0.003
H -0.012 0.023 -0.051
C 0.103 0.010 -0.362
H 0.039 0.004 0.081
H 0.032 0.060 0.079
C -0.321 -0.017 0.428
O 0.337 -0.278 -0.325
H 0.037 0.100 0.003
H 0.037 0.064 0.070
H -0.128 -0.047 -0.055
H -0.054 0.025 0.014
H -0.014 -0.044 0.028
H 0.023 0.059 0.013
H -0.012 0.017 0.052
H -0.028 -0.030 0.014
H -0.007 0.093 -0.068
H -0.054 -0.010 0.109
C -0.015 -0.057 -0.071
H -0.030 -0.003 0.096
H 0.000 0.008 0.068
H 0.014 -0.050 0.092
H 0.006 0.037 -0.082
H -0.004 0.054 0.151
H -0.106 -0.055 -0.090
H -0.029 -0.119 -0.002
H -0.109 -0.061 0.078

Record 3
This record from the OMol25 dataset describes C6H8O2 as an isolated structure in a non-equilibrium geometry. The level of theory is the ωB97M-V functional and the def2-TZVPD basis.

Values from the calculation:
frontier orbital gap	9.414	eV
highest occupied orbital energy	-9.30	eV
energy above the lowest of the compared OMol25 structures with the same formula, charge and spin	549.5	kJ/mol
charge	0

Each line ends with the Mulliken charge.
Positions of all 16 atoms, in Å:
C -2.00250 1.47636 0.08851  -0.904
C -1.02309 0.40336 -0.01337  0.506
C -0.04632 -0.03182 0.90577  -0.534
C 1.06912 -1.02032 0.42609  0.416
C 0.88704 -0.93262 -1.03347  -0.726
C -0.33851 0.03328 -1.24193  0.264
H -2.32474 1.97094 1.14305  0.287
H -1.10768 2.30460 -0.58975  0.204
H -2.89282 1.21903 -0.42132  0.283
H 0.56895 0.71675 2.14287  0.166
H 0.72630 -1.96261 1.03235  0.243
H 2.39903 -1.38855 1.81153  0.400
H 0.60621 -1.88011 -1.48259  0.253
H 1.83102 -0.55122 -1.32031  0.306
O 2.36016 -0.77674 0.88842  -0.554
O -0.71217 0.41970 -2.33583  -0.610

Forces on the atoms, in the same order (eV/Å):
C 2.632 3.772 0.535
C 4.178 -1.868 4.297
C 1.538 3.426 2.096
C -3.429 -1.152 3.531
C -1.815 -0.097 0.044
C -0.310 -1.028 -2.469
H 1.384 -1.505 -2.422
H -3.789 -1.597 1.828
H -0.752 0.346 -1.062
H -2.544 -2.291 -3.253
H 0.279 0.899 -1.910
H 0.290 2.895 -3.860
H 0.431 -0.041 -0.401
H 0.719 0.505 -1.349
O 0.609 -2.191 3.920
O 0.579 -0.073 0.474

Record 4
This record from the OMol25 dataset describes C2H6OSi as an isolated structure in a non-equilibrium geometry. The level of theory is the ωB97M-V functional and the def2-TZVPD basis.

Values from the calculation:
frontier orbital gap	10.016	eV
highest occupied orbital energy	-9.01	eV
energy above the lowest of the compared OMol25 structures with the same formula, charge and spin	306.2	kJ/mol
charge	0

Each line ends with the Mulliken charge.
Positions of all 10 atoms, in Å:
C -1.20136 -0.59455 0.92773  0.007
C -0.47156 0.33459 -0.66548  -0.799
O -1.57237 -1.71831 0.84089  -0.394
Si 1.37867 0.24582 -0.28828  0.476
H -1.30096 0.06271 1.76437  0.361
H -0.92395 1.29410 -0.54479  0.372
H -0.86654 -0.22622 -1.51186  0.332
H 1.61270 -1.15364 -0.44133  -0.098
H 1.41190 0.70788 1.13598  -0.107
H 1.93347 1.04762 -1.21724  -0.149

Forces on the atoms, in the same order (eV/Å):
C 0.777 0.470 -4.637
C -0.779 -2.249 3.344
O 0.273 0.450 0.467
Si -3.378 -0.878 1.899
H 0.033 0.562 1.072
H -0.294 0.725 -0.112
H 0.056 0.039 0.145
H 0.778 -0.912 0.022
H 0.535 -0.049 -0.311
H 1.999 1.841 -1.888

Record 5
This record from the OMol25 dataset describes C7H11NPV as an isolated structure in a non-equilibrium geometry. The level of theory is the ωB97M-V functional and the def2-TZVPD basis.

Values from the calculation:
frontier orbital gap (spin up / spin down)	4.626 / 4.384	eV
highest occupied orbital energy (spin up / spin down)	-1.84 / -1.80	eV
expectation value of S²	3.849
energy above the lowest of the compared OMol25 structures with the same formula, charge and spin	10.9	kJ/mol
charge	-1
spin multiplicity	4

Each line ends with the Mulliken charge.
Positions of all 21 atoms, in Å:
C 0.46720 -0.04842 -2.59275  -0.528
C -0.70518 -0.85065 -2.76701  -0.884
C -0.43790 -2.07597 -2.09696  -0.243
C 0.94526 -2.22568 -1.90919  -0.779
C 1.50010 -0.90879 -2.03068  -0.599
V 1.14040 1.56276 0.95122  -0.055
P -0.46931 2.56391 -0.23444  -0.209
H 0.55604 1.01820 -2.82671  0.600
H -1.66965 -0.50611 -3.10011  0.369
H -1.17863 -2.88113 -1.98209  0.350
H 2.49371 -0.59852 -1.70951  0.393
H 1.44879 -3.09163 -1.53296  0.392
H -1.47779 3.16455 0.55775  0.048
H -0.72759 3.17196 -1.48524  0.074
H 0.64973 3.51444 0.21169  0.060
C -0.53931 -0.40047 4.22802  -0.744
C -0.29737 -0.22373 2.81910  0.144
N 0.10910 0.14577 1.78752  -0.157
H -1.51204 0.07439 4.47524  0.242
H 0.28587 0.08119 4.80598  0.250
H -0.58143 -1.48608 4.43114  0.277

Forces on the atoms, in the same order (eV/Å):
C 0.561 -1.062 0.213
C 0.965 0.583 1.926
C -0.645 -1.168 -1.958
C -0.286 2.078 1.209
C -0.952 0.317 -0.836
V 1.191 -0.761 -0.350
P 0.538 1.589 0.137
H 0.123 -0.434 -0.059
H -0.193 0.088 -0.037
H 0.343 0.216 -0.218
H -0.083 -0.083 -0.382
H 0.186 -0.305 0.313
H -0.133 0.208 -0.438
H -0.263 0.063 -0.197
H -1.190 -0.400 -0.433
C -0.475 -0.356 0.593
C 1.057 0.905 -2.010
N -0.694 -1.344 2.689
H 0.584 -0.338 0.075
H -0.603 -0.354 -0.452
H -0.029 0.557 0.217

Record 6
This record from the OMol25 dataset describes a 3-piece molecular cluster, C3H12NO2S overall in a non-equilibrium geometry. The level of theory is the ωB97M-V functional and the def2-TZVPD basis.

Values from the calculation:
frontier orbital gap (spin up / spin down)	9.975 / 6.960	eV
highest occupied orbital energy (spin up / spin down)	-9.56 / -9.35	eV
expectation value of S²	0.753
energy above the lowest of the compared OMol25 structures with the same formula, charge and spin	71.6	kJ/mol
charge	0
spin multiplicity	2

Each line ends with the Mulliken charge.
Positions of all 19 atoms, in Å:
C 0.56716 -0.26276 0.29019  -0.039
C 0.81833 -0.68917 -1.12772  -0.509
S 1.88112 0.53334 -2.11916  -0.128
C -0.25340 -1.19292 1.12274  -0.879
N 0.39210 -2.52558 1.35193  -0.656
H -0.15372 0.67137 0.25474  0.084
H 1.54026 -0.04796 0.84578  0.292
H -0.15212 -0.60955 -1.69094  0.297
H 1.36231 -1.63543 -1.18717  0.326
H -1.18047 -1.52106 0.72747  0.399
H -0.53747 -0.78188 2.14542  0.288
H 0.08761 -3.12800 0.51195  0.284
H 1.39414 -2.46587 1.18153  0.264
H -3.27196 1.67917 -1.86088  0.314
H -3.28964 2.19245 -0.37163  0.317
O -3.79755 1.78604 -1.06346  -0.633
H 1.05132 2.32205 -0.19257  0.291
H 2.20275 3.00735 0.52858  0.308
O 1.33923 2.66839 0.65321  -0.621

Forces on the atoms, in the same order (eV/Å):
C -0.993 2.656 0.859
C 0.414 1.112 -1.173
S -0.833 -0.776 0.837
C 0.537 -1.821 2.235
N -0.415 -1.045 -2.162
H 1.961 -1.232 0.100
H -1.357 0.086 -0.749
H 0.904 -0.757 0.268
H -0.589 -0.058 -0.285
H -1.173 0.515 -0.912
H 0.723 -0.054 -1.281
H 0.561 0.955 1.842
H 0.062 0.167 0.406
H 0.248 0.224 0.294
H 0.608 0.267 0.120
O -0.839 -0.484 -0.410
H 0.234 -0.060 -0.305
H 1.276 0.526 -0.336
O -1.329 -0.223 0.652